Formula: C6H9NO2
Source: the OMol25 dataset
Level of theory: ωB97M-V/def2-TZVPD

CARTESIAN COORDINATES (ANGSTROEM)
C 0.17198 -0.66101 0.69027
C 0.95346 0.97986 0.20557
C -1.29707 -0.79061 0.65232
C 0.61400 1.25895 -1.23064
C 1.02161 -1.80975 0.29688
N -1.65640 0.33477 -0.23220
C -0.68491 1.60605 -0.56599
O 0.62121 0.37884 1.45295
O -1.31180 2.64509 -0.75927
H -2.45814 0.84134 0.13309
H 1.94730 1.38882 0.37303
H -1.74750 -0.65953 1.64001
H -1.63559 -1.73311 0.21544
H 1.13858 2.15636 -1.56266
H 0.65561 0.44267 -1.94354
H 2.07712 -1.54847 0.21662
H 0.66581 -2.24249 -0.64516
H 0.92475 -2.58777 1.06327

Energy above the lowest of the compared OMol25 structures with the same formula, charge and spin, kcal/mol: 154.73
E, eV: -11946.6088
LUMO energy (spin up / spin down), Eh: -0.00416 / -0.00426
Gap between HOMO and LUMO (spin up / spin down), eV: 7.579 / 7.575
Multiplicity: 1

Atom charges from the natural (NBO) analysis, given in e for atoms 1 to 5:
1. C 0.37
2. C 0.00
3. C -0.30
4. C -0.50
5. C -0.67